Run w
ORCA calculation (ωB97M-V/def2-TZVPD) on a 2-piece molecular cluster, C6H9N2O2 overall.

```
19
Properties=species:S:1:pos:R:3
C -1.93 3.62 0.60
C 0.28 1.27 -1.27
C -1.05 1.20 0.51
C -1.17 2.43 -0.10
N -0.31 0.40 -0.35
N -0.28 2.53 -1.17
H 0.14 -0.46 0.04
H 1.13 0.97 -1.81
H -1.24 0.67 1.41
H -2.58 3.26 1.37
H -2.37 4.30 -0.13
H -1.10 4.14 0.97
C 1.69 -2.36 -0.94
C 0.97 -2.81 0.54
O 0.46 -1.84 1.12
O 0.98 -3.98 0.92
H 2.86 -2.84 -0.75
H 1.93 -1.34 -0.96
H 1.06 -2.72 -1.79
```

## Properties
- E_HOMO (eV) = -4.767
- molar mass (g mol⁻¹) = 141.2
- LUMO level (Ha) = 0.1314
- total charge = -1
- HOMO-LUMO gap (eV) = 8.34

---

Run x
ORCA calculation (ωB97M-V/def2-TZVPD) on a 2-piece molecular cluster, C6H9N2O2 overall.

```
19
Properties=species:S:1:pos:R:3
C 0.27 -2.73 -2.30
C 1.19 -1.56 -1.90
O 1.68 -0.86 -2.82
O 1.25 -1.27 -0.76
H 0.78 -3.44 -3.02
H -0.62 -2.35 -2.69
H -0.04 -3.30 -1.42
C -0.78 1.20 3.55
C -1.29 1.70 0.02
C 0.20 0.51 1.15
C -0.74 1.11 2.07
N -0.27 0.81 -0.06
N -1.69 1.79 1.33
H 0.34 0.80 -0.95
H -1.84 2.08 -0.75
H 0.92 -0.18 1.18
H -0.22 2.16 3.76
H -0.31 0.35 4.15
H -1.84 1.34 3.98
```

## Properties
- E_HOMO (eV) = -4.172
- molar mass (g mol⁻¹) = 141.2
- LUMO level (Ha) = 0.1360
- total charge = -1
- HOMO-LUMO gap (eV) = 7.87

---

Run y
ORCA calculation (ωB97M-V/def2-TZVPD) on a 2-piece molecular cluster, C6H9N2O2 overall.

```
19
Properties=species:S:1:pos:R:3
C 2.43 -1.79 -1.04
C 1.53 1.61 -0.18
C 0.71 -0.41 0.25
C 1.84 -0.53 -0.61
N 0.54 0.96 0.46
N 2.41 0.73 -0.86
H -0.21 1.53 1.00
H 1.58 2.69 -0.11
H -0.06 -1.05 0.68
H 2.74 -2.45 -0.28
H 3.39 -1.45 -1.62
H 1.84 -2.31 -1.82
C -2.56 0.08 -0.05
C -2.67 0.59 1.52
O -1.81 1.36 1.92
O -3.80 0.35 1.96
H -2.52 0.95 -0.78
H -3.55 -0.21 -0.28
H -1.82 -0.67 -0.15
```

## Properties
- E_HOMO (eV) = -4.414
- molar mass (g mol⁻¹) = 141.2
- LUMO level (Ha) = 0.1326
- total charge = -1
- HOMO-LUMO gap (eV) = 8.02

---

Run z
ORCA calculation (ωB97M-V/def2-TZVPD) on a 2-piece molecular cluster, C6H9N2O2 overall.

```
19
Properties=species:S:1:pos:R:3
C -0.36 1.20 2.15
C -1.64 0.74 2.76
O -2.05 1.21 3.81
O -2.22 -0.39 2.24
H 0.45 0.36 1.99
H 0.18 2.06 2.74
H -0.28 1.72 1.08
C 1.88 -0.91 -2.92
C 0.80 -0.75 -1.80
C -0.83 0.48 -0.84
C 0.44 -1.36 -0.57
N -0.01 0.39 -1.84
N -0.48 -0.55 0.11
H -1.58 1.28 -0.72
H 2.78 -1.45 -2.65
H 2.31 0.06 -3.17
H -1.92 -0.69 1.41
H 1.16 -2.11 0.04
H 1.36 -1.31 -3.81
```

## Properties
- E_HOMO (eV) = -3.673
- molar mass (g mol⁻¹) = 141.2
- LUMO level (Ha) = 0.1414
- total charge = -1
- HOMO-LUMO gap (eV) = 7.52

---

So which one wins? Going from most stable to least: run y, run x, run w, run z.

---

Run w
ORCA calculation (ωB97M-V/def2-TZVPD) on a 2-piece molecular cluster, C6H9N2O2 overall.

```
19
Properties=species:S:1:pos:R:3
C 0.77 -1.04 1.02
C -0.26 -1.71 0.16
C -1.89 -1.98 -1.22
C -0.50 -3.05 0.08
N -1.17 -1.06 -0.64
N -1.60 -3.21 -0.73
H -2.44 -1.74 -2.11
H 0.47 -0.02 1.33
H 1.71 -0.98 0.49
H -1.82 -4.07 -1.20
H 0.01 -3.90 0.51
H 0.84 -1.58 1.97
C 0.87 3.91 -0.48
C 0.76 2.97 0.73
O 0.23 1.84 0.56
O 1.36 3.34 1.78
H 1.92 4.04 -0.68
H 0.33 4.82 -0.22
H 0.41 3.41 -1.34
```

## Properties
- E_HOMO (eV) = -3.617
- molar mass (g mol⁻¹) = 141.2
- LUMO level (Ha) = 0.1125
- total charge = -1
- HOMO-LUMO gap (eV) = 6.68

---

Run x
ORCA calculation (ωB97M-V/def2-TZVPD) on C6H9N2O2 as an isolated structure.

```
19
Properties=species:S:1:pos:R:3
C -3.30 1.23 -0.88
C -1.06 -0.11 1.58
C -0.96 0.22 -0.53
C -2.16 0.77 -0.03
N -0.26 -0.26 0.50
N -2.21 0.54 1.30
H 0.76 -1.09 0.49
H -0.81 -0.44 2.57
H -0.71 0.35 -1.58
H -2.91 1.27 -1.90
H -3.60 2.25 -0.61
H -4.20 0.62 -0.80
C 3.20 -0.15 -0.21
C 2.85 -1.56 0.19
O 1.68 -1.78 0.70
O 3.71 -2.44 0.17
H 4.29 -0.09 -0.22
H 2.81 0.57 0.51
H 2.89 0.10 -1.22
```

## Properties
- E_HOMO (eV) = -4.085
- molar mass (g mol⁻¹) = 141.2
- LUMO level (Ha) = 0.1406
- total charge = -1
- HOMO-LUMO gap (eV) = 7.91

---

Run y
ORCA calculation (ωB97M-V/def2-TZVPD) on a 2-piece molecular cluster, C6H9N2O2 overall.

```
19
Properties=species:S:1:pos:R:3
C -0.30 -2.44 2.12
C 2.27 -1.32 -0.09
C 0.73 -1.66 1.35
C 0.72 -0.30 1.00
N 1.67 -2.28 0.63
N 1.76 -0.10 0.15
H 3.08 -1.41 -0.79
H -0.32 2.07 -3.30
H 0.30 0.58 1.47
H -0.67 -1.80 2.92
H 0.15 -3.37 2.44
H -1.16 -2.70 1.50
C -0.93 1.71 -0.90
C -1.55 2.60 -1.91
O -0.94 2.79 -3.12
O -2.60 3.17 -1.77
H -0.75 2.18 0.06
H 0.09 1.38 -1.14
H -1.54 0.91 -0.62
```

## Properties
- E_HOMO (eV) = -3.235
- molar mass (g mol⁻¹) = 141.2
- LUMO level (Ha) = 0.1166
- total charge = -1
- HOMO-LUMO gap (eV) = 6.41

---

So which one wins? Going from most stable to least: run x, run y, run w.